Record 1
The following is a quantum chemistry calculation of a molecular structure, C28H47BF4N8O2V at a distorted geometry, from OMol25.

```
91
Properties=species:S:1:pos:R:3:lowdin_charge:R:1
V -4.71 -17.45 2.15 0.782
C -5.43 -19.41 -0.18 -0.085
N -5.71 -18.01 0.13 -0.320
C -5.28 -17.18 -1.01 -0.101
C -7.17 -17.66 0.26 -0.192
C -7.75 -18.43 1.41 -0.244
N -6.81 -18.37 2.53 -0.040
C -7.23 -18.98 3.67 -0.194
C -6.35 -19.43 4.66 -0.181
F -5.01 -19.28 4.43 0.057
C -6.67 -19.93 5.86 -0.245
F -5.67 -20.13 6.75 0.073
C -7.98 -20.24 6.23 0.060
C -8.93 -19.93 5.25 -0.211
F -10.25 -20.20 5.46 0.063
C -8.59 -19.29 4.09 -0.144
F -9.64 -19.06 3.28 0.054
H -6.04 -19.72 -1.06 0.110
H -4.38 -19.49 -0.37 0.054
H -5.65 -20.07 0.67 0.096
H -5.67 -17.50 -1.97 0.087
H -5.56 -16.12 -0.82 0.079
H -4.19 -17.17 -1.03 0.080
H -7.19 -16.61 0.41 0.085
H -7.66 -17.86 -0.69 0.122
H -8.80 -18.08 1.56 0.122
H -7.88 -19.49 1.08 0.125
H -8.22 -20.71 7.13 0.106
C -6.00 -14.01 1.85 -0.048
N -5.21 -14.15 0.63 -0.087
C -5.03 -12.85 -0.10 -0.147
C -3.74 -13.03 -0.83 -0.141
N -2.97 -13.85 0.16 -0.066
C -1.80 -14.50 -0.46 -0.038
C -3.89 -14.57 0.89 -0.403
N -3.61 -15.51 1.71 0.022
C -2.25 -15.69 2.28 -0.174
C -2.37 -16.44 3.62 -0.215
N -3.78 -16.65 4.01 0.018
C -4.04 -16.61 5.28 -0.340
N -5.28 -16.44 5.83 -0.068
C -6.52 -16.10 5.13 -0.023
C -5.19 -16.47 7.29 -0.104
C -3.67 -16.37 7.58 -0.133
N -3.13 -16.80 6.32 -0.103
C -2.03 -17.77 6.28 -0.032
H -6.43 -13.02 1.81 0.078
H -5.42 -14.18 2.75 0.083
H -6.77 -14.78 1.96 0.073
H -4.96 -12.09 0.70 0.124
H -5.90 -12.66 -0.78 0.141
H -3.26 -12.07 -0.99 0.125
H -3.84 -13.58 -1.77 0.123
H -1.94 -15.59 -0.57 0.098
H -0.90 -14.32 0.17 0.093
H -1.67 -14.09 -1.45 0.076
H -1.81 -14.72 2.40 0.109
H -1.72 -16.36 1.58 0.089
H -1.80 -15.90 4.33 0.097
H -1.90 -17.39 3.56 0.062
H -6.48 -16.48 4.09 0.054
H -6.77 -15.02 5.16 0.090
H -7.37 -16.59 5.56 0.082
H -5.61 -17.40 7.74 0.123
H -5.74 -15.67 7.78 0.112
H -3.36 -17.04 8.36 0.105
H -3.31 -15.38 7.89 0.119
H -2.20 -18.46 7.16 0.101
H -1.03 -17.30 6.33 0.091
H -2.16 -18.48 5.43 0.089
C -1.00 -20.26 -0.40 -0.007
C -0.87 -20.03 1.11 -0.516
C 0.57 -20.14 1.57 -0.006
O -1.37 -18.71 1.42 -0.003
B -2.77 -18.72 1.73 -0.463
O -3.10 -20.09 1.78 -0.004
C -1.89 -20.89 1.85 -0.495
C -1.58 -21.05 3.36 -0.007
C -2.14 -22.28 1.29 -0.010
H -0.45 -19.48 -0.94 0.094
H -2.05 -20.12 -0.65 0.081
H -0.68 -21.27 -0.69 0.094
H 1.23 -19.57 0.87 0.099
H 0.78 -21.20 1.40 0.092
H 0.77 -19.85 2.61 0.087
H -1.18 -20.12 3.75 0.075
H -0.87 -21.82 3.61 0.081
H -2.53 -21.28 3.87 0.099
H -2.52 -22.26 0.28 0.075
H -2.92 -22.67 1.93 0.090
H -1.22 -22.88 1.34 0.097
```

## Properties
LUMO level (spin up / spin down), eV: 0.534 / 0.532
Frontier orbital gap (spin up / spin down), eV: 6.928 / 7.275
HOMO (spin up / spin down), eV: -6.394 / -6.743
Spin multiplicity: 4
⟨S²⟩: 3.76
Electronic energy, a.u.: -3051.9667


Record 2
The following is a quantum chemistry calculation of a molecular structure, C28H47F3N4O4S2Sb2W at a distorted geometry, from OMol25.

```
91
Properties=species:S:1:pos:R:3:lowdin_charge:R:1
W 0.25 -0.46 -0.05 1.002
C 0.16 1.56 3.60 -0.232
Sb -0.09 -0.36 2.77 1.342
C 1.37 -1.49 3.81 -0.306
C -1.86 -0.98 3.81 -0.279
C -2.96 0.04 3.79 -0.288
C -3.08 0.94 4.84 -0.053
C -4.10 1.88 4.88 -0.061
C -5.04 1.91 3.86 -0.068
C -4.93 1.02 2.81 -0.051
C -3.90 0.08 2.75 -0.280
C -3.86 -0.89 1.61 -0.285
Sb -2.61 -0.38 -0.04 1.394
C -3.63 1.29 -0.82 -0.240
C -3.34 -1.89 -1.36 -0.261
H 0.66 1.45 4.57 0.035
H -0.82 2.00 3.74 -0.009
H 0.75 2.19 2.95 0.001
H 1.24 -1.30 4.87 0.024
H 2.37 -1.19 3.50 -0.004
H 1.23 -2.55 3.60 0.008
H -1.52 -1.14 4.84 0.076
H -2.16 -1.95 3.42 0.043
H -2.37 0.89 5.66 0.121
H -4.18 2.56 5.72 0.115
H -5.86 2.62 3.90 0.115
H -5.68 1.03 2.03 0.120
H -4.84 -0.95 1.13 0.079
H -3.58 -1.90 1.91 0.053
H -4.56 0.94 -1.27 0.029
H -3.03 1.80 -1.57 0.007
H -3.85 1.98 0.00 0.007
H -4.13 -1.47 -1.97 0.025
H -3.73 -2.69 -0.74 0.019
H -2.56 -2.29 -2.01 -0.002
F -2.07 -0.17 -4.13 0.188
C -0.77 -0.42 -4.01 -0.565
F -0.50 -1.61 -4.55 0.189
F -0.09 0.51 -4.66 0.194
C -0.44 -0.43 -2.51 -0.613
O -0.27 -1.52 -1.91 -0.181
O -0.40 0.64 -1.87 -0.075
C 0.76 -5.18 -2.17 -0.031
N 0.26 -4.16 -1.25 0.002
C -0.14 -4.26 0.01 -0.727
S -0.78 -2.87 0.85 0.550
N -0.13 -5.39 0.71 -0.016
C 0.26 -6.75 0.34 -0.035
H 1.03 -4.66 -3.09 0.093
H 0.00 -5.92 -2.41 0.094
H 1.65 -5.67 -1.78 0.086
H 0.12 -3.24 -1.64 0.066
H -0.43 -5.26 1.67 0.117
H 1.33 -6.81 0.15 0.089
H -0.30 -7.10 -0.52 0.089
H 0.02 -7.39 1.18 0.100
S 2.25 -1.90 0.65 0.727
C 2.80 -1.45 -0.88 -0.756
N 3.84 -2.01 -1.53 0.131
C 4.08 -1.72 -2.87 0.025
C 3.32 -0.77 -3.47 0.008
C 2.34 -0.11 -2.73 -0.032
N 2.08 -0.49 -1.43 -0.063
H 4.42 -2.68 -1.04 0.167
H 4.89 -2.26 -3.35 0.146
H 3.50 -0.50 -4.51 0.134
H 1.85 0.78 -3.10 0.128
C 3.23 1.66 1.37 -0.033
C 2.07 2.14 0.52 -0.479
C 2.51 2.56 -0.87 -0.037
O 1.06 1.13 0.45 -0.488
H 3.97 2.45 1.46 0.098
H 3.70 0.79 0.91 0.065
H 2.91 1.38 2.38 0.072
H 1.58 3.00 1.00 0.130
H 3.12 1.80 -1.34 0.062
H 3.12 3.47 -0.79 0.103
H 1.65 2.79 -1.50 0.079
C -2.70 4.72 1.25 -0.144
C -1.55 5.03 0.30 -0.140
C -1.15 3.64 -0.17 -0.186
O -1.52 2.72 0.87 -0.212
C -2.19 3.45 1.91 -0.198
H -3.62 4.52 0.69 0.118
H -2.90 5.52 1.97 0.123
H -0.73 5.50 0.85 0.119
H -1.82 5.69 -0.52 0.121
H -0.08 3.55 -0.36 0.090
H -1.68 3.37 -1.09 0.106
H -1.48 3.70 2.70 0.113
H -2.97 2.82 2.33 0.096
```

## Properties
LUMO level (spin up / spin down), eV: -6.805 / -6.816
Frontier orbital gap (spin up / spin down), eV: 4.943 / 4.914
HOMO (spin up / spin down), eV: -11.747 / -11.730
Charge: +2
Energy relative to the best compared isomer or geometry (same formula, charge and spin), kcal per mole: 30.17
Electronic energy, a.u.: -3258.1895


Record 3
The following is a quantum chemistry calculation of 3 unconnected molecules or ions with the total composition C28H47NO5P at a distorted geometry, from OMol25.

```
82
Properties=species:S:1:pos:R:3:lowdin_charge:R:1
C 1.86 -3.70 2.93 -0.159
C 1.51 -2.97 1.60 -0.384
P 2.91 -1.98 0.91 1.087
C 3.50 -2.63 -0.73 -0.384
C 5.01 -2.99 -0.60 -0.182
C 2.54 -0.14 0.89 -0.478
O 1.14 0.22 0.94 -0.001
C 0.35 -0.36 0.02 -0.457
O 0.72 -0.78 -1.07 0.111
C -1.09 -0.45 0.44 -0.148
C -1.56 0.54 1.27 -0.044
C -2.86 0.51 1.73 -0.070
C -3.65 -0.55 1.33 -0.081
C -3.20 -1.51 0.49 -0.068
C -1.90 -1.47 0.03 -0.019
C 3.15 0.42 2.22 -0.093
C 3.65 1.89 2.13 -0.474
C 5.19 1.94 2.04 -0.020
C 3.32 2.56 3.49 -0.040
N 2.98 2.68 1.09 -0.102
O 1.77 3.01 1.40 -0.004
C 3.11 2.10 -0.26 -0.440
C 4.35 2.71 -1.01 -0.014
C 1.90 2.45 -1.13 -0.031
C 3.33 0.56 -0.25 -0.095
H 1.20 -3.32 3.71 0.063
H 1.59 -4.76 2.83 0.061
H 2.90 -3.61 3.21 0.048
H 0.58 -2.41 1.75 0.066
H 1.28 -3.74 0.86 0.071
H 2.98 -3.53 -1.05 0.072
H 3.41 -1.87 -1.51 0.055
H 5.15 -4.06 -0.46 0.061
H 5.44 -2.52 0.29 0.034
H 5.59 -2.62 -1.45 0.062
H -0.91 1.35 1.57 0.124
H -3.22 1.28 2.39 0.112
H -4.67 -0.58 1.72 0.111
H -3.86 -2.31 0.17 0.097
H -1.52 -2.24 -0.63 0.125
H 2.44 0.29 3.04 0.127
H 4.00 -0.22 2.45 0.091
H 5.58 1.43 2.92 0.088
H 5.58 1.44 1.16 0.065
H 5.50 2.99 2.01 0.095
H 2.28 2.40 3.79 0.079
H 3.59 3.62 3.48 0.091
H 3.96 2.08 4.24 0.086
H 4.54 3.74 -0.72 0.091
H 4.11 2.67 -2.08 0.079
H 5.21 2.05 -0.87 0.066
H 0.97 2.07 -0.73 0.049
H 1.83 3.54 -1.17 0.097
H 2.07 2.10 -2.15 0.095
H 3.04 0.20 -1.23 0.110
H 4.38 0.27 -0.09 0.111
C -6.22 -4.75 -2.91 -0.173
C -7.47 -3.88 -2.97 -0.173
C -7.36 -3.09 -1.67 -0.204
O -5.96 -2.94 -1.40 -0.157
C -5.21 -3.80 -2.27 -0.211
H -5.89 -5.11 -3.89 0.112
H -6.39 -5.61 -2.27 0.114
H -7.41 -3.20 -3.83 0.114
H -8.39 -4.45 -3.04 0.112
H -7.81 -3.63 -0.84 0.117
H -7.82 -2.11 -1.74 0.117
H -4.71 -3.18 -3.02 0.119
H -4.45 -4.33 -1.70 0.114
C -1.87 3.02 -0.95 -0.174
C -2.16 3.76 -2.25 -0.163
C -2.92 4.98 -1.76 -0.207
O -2.43 5.27 -0.45 -0.137
C -1.63 4.18 0.01 -0.193
H -1.03 2.33 -1.01 0.085
H -2.76 2.46 -0.64 0.113
H -1.21 4.06 -2.72 0.113
H -2.71 3.17 -2.98 0.112
H -3.99 4.77 -1.68 0.116
H -2.79 5.85 -2.41 0.115
H -0.58 4.49 -0.01 0.113
H -1.90 3.94 1.04 0.115
```

## Properties
LUMO level (spin up / spin down), eV: 0.746 / 0.381
Frontier orbital gap (spin up / spin down), eV: 8.445 / 8.090
HOMO (spin up / spin down), eV: -7.699 / -7.709
Spin multiplicity: 2
⟨S²⟩: 0.75
Electronic energy, a.u.: -1867.2832